[1]
# C2H20O7S2

A cluster of 8 separate species, C2H20O7S2 in total in a non-equilibrium geometry (the ωB97M-V functional and the def2-TZVPD basis, OMol25).

Positions of all 31 atoms, in Å:
H (-0.480, -2.171, 0.810)
O (2.329, 1.010, -0.675)
H (-2.652, 1.151, -0.844)
O (0.854, 1.938, -2.451)
H (3.109, 1.497, -0.459)
O (1.074, -1.660, 2.264)
H (0.153, 1.512, 1.711)
H (2.694, 0.026, -0.495)
S (-0.683, -2.940, -0.321)
O (-2.467, -1.467, 2.136)
H (-2.857, -1.864, 1.346)
H (-0.991, 2.667, -0.488)
H (-2.375, -0.589, -0.098)
H (2.289, -1.979, -0.530)
H (-0.575, 3.485, 0.605)
H (1.205, -0.730, 2.429)
H (1.313, 1.170, -2.131)
H (0.799, -2.162, 3.044)
O (2.742, -1.412, 0.144)
H (-3.349, -0.334, -1.436)
H (-1.155, 0.087, -2.769)
H (2.340, -1.769, 0.932)
C (-1.091, -0.205, -1.734)
H (-1.719, -0.883, 1.943)
H (1.305, 0.960, 0.865)
S (-0.373, -1.890, -2.023)
O (0.952, 0.945, 1.781)
O (-0.926, 2.536, 0.465)
H (1.141, 2.546, -1.827)
C (-2.386, 0.096, -0.993)
H (-0.219, 0.430, -1.201)

Output
LUMO: 0.1 eV
Max |F|: 3.556 eV Å⁻¹
Energy above the lowest of the compared OMol25 structures with the same formula, charge and spin: 16.1 kcal/mol
HOMO-LUMO gap: 8.469 eV
Multiplicity: 1

=====

[2]
# C3H2OS

A structure of composition C3H2OS in a non-equilibrium geometry (the ωB97M-V functional and the def2-TZVPD basis, OMol25).

Positions of all 7 atoms, in Å:
C (1.103, -0.906, -0.065)
O (-1.690, 2.078, -0.163)
C (-0.032, -0.145, -0.588)
H (2.178, -1.213, -0.002)
C (-0.066, -0.794, 0.593)
H (-0.694, -0.921, 1.544)
S (-0.800, 1.899, -1.320)

Output
LUMO (spin up / spin down): -0.3 / -0.3 eV
Max |F|: 3.381 eV Å⁻¹
Energy above the lowest of the compared OMol25 structures with the same formula, charge and spin: 106.1 kcal/mol
HOMO-LUMO gap (spin up / spin down): 6.797 / 6.826 eV
Multiplicity: 1

=====

[3]
# C2H6NO3S

A cluster of 2 separate species, C2H6NO3S in total in a non-equilibrium geometry (the ωB97M-V functional and the def2-TZVPD basis, OMol25).

Positions of all 13 atoms, in Å:
H (0.524, 1.799, 1.072)
C (1.285, -1.068, -0.581)
S (-2.674, 0.139, -0.354)
H (1.694, -1.403, 0.332)
H (2.112, -0.965, -1.360)
O (-2.970, 0.799, 0.919)
O (-1.170, -0.329, -0.536)
O (-2.969, 0.973, -1.560)
C (0.831, 0.751, 0.896)
N (0.616, 0.233, -0.401)
H (1.885, 0.622, 0.967)
H (0.607, -1.743, -0.919)
H (0.230, 0.193, 1.523)

Output
LUMO (spin up / spin down): 3.9 / 3.7 eV
Max |F|: 3.695 eV Å⁻¹
Energy above the lowest of the compared OMol25 structures with the same formula, charge and spin: 104.2 kcal/mol
HOMO-LUMO gap (spin up / spin down): 7.440 / 7.157 eV
Net charge: -1
Multiplicity: 1

=====

[4]
# C25H70N6O7

A cluster of 7 separate species, C25H70N6O7 in total in a non-equilibrium geometry (the ωB97M-V functional and the def2-TZVPD basis, OMol25).

Positions of all 108 atoms, in Å:
O (-4.335, -4.150, -2.033)
H (-8.641, 1.154, 1.615)
H (-1.602, -1.359, 7.203)
C (1.389, -3.209, -1.016)
H (5.820, 7.641, -4.132)
H (-1.370, 1.480, 4.907)
H (-5.884, -5.271, -3.024)
C (5.161, 4.401, -4.185)
H (6.612, 6.430, -4.626)
H (1.850, 1.737, 4.567)
H (-3.339, -1.443, -0.765)
H (-3.124, -0.805, 3.322)
H (0.323, -3.309, 0.880)
H (0.811, -2.326, -1.421)
H (0.303, -4.923, -1.103)
C (1.317, -3.312, 0.485)
H (-7.659, 1.325, -0.653)
H (-2.496, -2.750, -3.341)
H (-5.586, -1.533, 0.405)
H (-3.215, 0.945, 3.135)
H (-2.720, -0.003, 1.782)
H (2.860, -3.066, -2.562)
H (-6.147, 0.768, 1.378)
O (1.981, 0.082, 0.853)
H (1.891, 1.750, 2.769)
H (-3.971, -0.279, -2.851)
H (1.957, -4.173, 0.735)
H (4.283, -1.259, -2.850)
N (0.999, -4.477, -1.645)
H (-0.051, -0.094, 0.364)
H (0.419, -0.982, 2.466)
H (0.607, 1.562, 0.437)
C (-3.234, -2.166, -2.718)
H (-1.799, -1.329, -1.445)
H (-5.310, 2.452, -0.234)
H (2.425, -0.624, 0.369)
H (4.218, 6.137, -6.133)
H (1.852, -2.539, 1.029)
N (5.989, 6.696, -3.896)
C (3.880, 6.437, -5.172)
H (-4.197, 1.914, -1.381)
H (-4.254, 1.010, 0.041)
C (0.833, 0.539, 0.095)
C (3.965, 0.367, 3.672)
H (5.818, 4.339, -5.063)
C (-4.892, 1.550, -0.623)
H (6.335, -1.730, 2.658)
C (5.569, 0.634, 1.822)
C (-5.547, -4.933, -2.019)
C (2.791, -2.943, -1.481)
H (5.221, 2.051, -5.106)
H (-5.302, -5.862, -1.431)
O (-1.530, -0.488, 5.395)
H (0.145, 0.551, 4.964)
H (-8.700, -0.524, 1.505)
C (4.444, 2.151, -4.341)
H (-3.957, -1.106, -4.224)
N (-8.106, 0.285, 1.699)
C (-4.525, -2.970, -2.673)
H (5.155, -1.935, -1.538)
O (3.146, -1.621, -1.113)
H (-7.400, -0.417, -1.120)
C (4.377, -1.205, -1.693)
H (-4.801, -3.175, -3.716)
H (3.715, 7.531, -5.211)
C (-7.019, 0.449, -0.552)
N (5.437, -1.511, 3.000)
H (-0.381, -0.062, 7.156)
H (5.781, 1.695, 1.782)
H (2.264, 3.190, 3.624)
H (-5.255, -2.300, -2.147)
H (4.560, -0.226, -1.319)
C (-1.379, -0.399, 6.815)
H (4.880, 1.781, -3.395)
H (1.059, 0.571, -0.932)
H (3.194, -0.059, 2.969)
H (-6.343, -4.372, -1.443)
C (2.363, 2.117, 3.705)
H (-2.066, 0.379, 7.097)
C (-2.642, -1.976, -1.345)
C (-6.401, -1.355, 1.087)
H (-0.288, -1.676, 3.717)
H (3.820, -0.068, 4.659)
C (5.350, -0.029, 3.087)
C (-0.880, 0.542, 4.704)
H (6.149, 0.273, 3.789)
N (-0.468, -1.165, 2.888)
H (6.394, 0.211, 1.277)
H (-6.063, -1.585, 2.111)
H (-0.731, 0.864, 2.592)
O (-5.785, 0.686, -1.262)
N (-3.397, -0.891, -3.449)
O (3.735, 1.759, 3.728)
H (4.182, 6.068, -3.152)
H (4.696, 0.593, 1.119)
C (-2.597, 0.102, 2.880)
C (4.758, 5.912, -4.079)
O (4.096, 3.502, -4.140)
C (-6.845, 0.099, 0.992)
H (0.663, -4.339, -2.635)
C (-1.135, 0.097, 3.206)
H (3.560, 1.579, -4.633)
H (2.958, 5.881, -5.148)
H (-7.242, -2.021, 0.762)
H (3.461, -3.649, -0.943)
H (5.381, -1.716, 3.982)
H (-2.408, -2.877, -0.840)
H (5.822, 4.297, -3.327)

Output
LUMO: 0.8 eV
Max |F|: 3.715 eV Å⁻¹
Energy above the lowest of the compared OMol25 structures with the same formula, charge and spin: 65.1 kcal/mol
HOMO-LUMO gap: 9.712 eV
Multiplicity: 1

=====

[5]
# CH6S

A cluster of 2 separate species, CH6S in total in a non-equilibrium geometry (the ωB97M-V functional and the def2-TZVPD basis, OMol25).

Positions of all 8 atoms, in Å:
S (-1.857, 2.218, -1.874)
H (2.169, -2.470, 1.329)
H (-2.152, 2.636, -3.063)
H (0.974, -1.186, 2.196)
H (1.770, -0.769, 0.633)
C (1.464, -1.588, 1.236)
H (0.608, -1.959, 0.847)
H (-2.977, 3.117, -1.304)

Output
LUMO: 0.7 eV
Max |F|: 3.669 eV Å⁻¹
Energy above the lowest of the compared OMol25 structures with the same formula, charge and spin: 20.6 kcal/mol
HOMO-LUMO gap: 10.471 eV
Multiplicity: 1

=====

[6]
# C2H11NO3

A cluster of 3 separate species, C2H11NO3 in total in a non-equilibrium geometry (the ωB97M-V functional and the def2-TZVPD basis, OMol25).

Positions of all 17 atoms, in Å:
H (0.087, 0.389, 1.170)
H (3.427, -2.380, -0.477)
H (-1.087, -0.711, 2.060)
H (2.268, -2.812, -1.358)
H (-2.823, 0.115, 0.346)
H (0.111, -1.141, -0.376)
C (-1.869, 0.653, 0.296)
C (-0.791, -0.285, 1.120)
O (2.869, -2.076, -1.202)
O (1.911, 0.938, -0.819)
H (2.703, 0.440, -1.064)
H (-2.929, 2.306, 0.894)
N (-1.983, 1.927, 0.815)
H (1.353, 0.810, -1.605)
O (-0.513, -1.371, 0.331)
H (-1.519, 0.648, -0.739)
H (-1.214, 2.550, 0.609)

Output
LUMO (spin up / spin down): -3.3 / -8.4 eV
Max |F|: 2.698 eV Å⁻¹
Energy above the lowest of the compared OMol25 structures with the same formula, charge and spin: 21.0 kcal/mol
HOMO-LUMO gap (spin up / spin down): 11.446 / 6.319 eV
Net charge: +1
<S²>: 0.76
Multiplicity: 2

=====

[7]
# C3H9NO2

The molecule C3H9NO2 in a non-equilibrium geometry (the ωB97M-V functional and the def2-TZVPD basis, OMol25).

Positions of all 15 atoms, in Å:
C (-1.722, -0.254, 0.025)
C (0.564, 0.272, 0.874)
H (-2.491, 0.080, -0.667)
H (-0.829, 1.740, 0.114)
H (0.772, 1.136, -1.544)
H (0.969, -1.303, -1.310)
O (-0.077, 0.681, -1.476)
H (-1.417, -1.263, -0.238)
H (2.529, -0.441, 0.705)
H (0.952, 1.119, 1.440)
H (-2.136, -0.234, 1.028)
C (-0.489, 0.723, -0.136)
O (1.430, -1.527, -0.486)
H (0.203, -0.481, 1.582)
N (1.741, -0.249, 0.089)

Output
LUMO: 1.0 eV
Max |F|: 2.601 eV Å⁻¹
Energy above the lowest of the compared OMol25 structures with the same formula, charge and spin: 66.1 kcal/mol
HOMO-LUMO gap: 10.184 eV
Multiplicity: 1

=====

- energy above the lowest of the compared OMol25 structures with the same formula, charge and spin of number 4 (C25H70N6O7)?
  65.1 kcal/mol